Record 1
Below is a molecular structure, C17H15N4NaOS2, with properties calculated with the ωB97M-V functional and the def2-TZVPD basis.

Calculated values
* E_HOMO: -6.25 eV
* ΔE to the lowest compared entry with this formula, charge and spin: 17.5 kJ/mol
* 2S+1: 1
* electronic energy: -51969.813 eV
* Kohn-Sham gap: 6.385 eV
* net charge: 0
* LUMO: 0.1 eV

Geometry (Å):
1 S 3.197 -4.010 -1.344
2 S -3.159 -3.990 -1.300
3 Na -0.003 -0.243 -0.820
4 O -0.249 0.100 1.266
5 N 1.426 -2.190 -1.297
6 N -0.169 4.157 -0.148
7 N 0.113 2.106 -0.871
8 N -1.382 -2.182 -1.408
9 C 0.010 2.966 -1.949
10 C -0.185 0.894 3.470
11 C -0.157 4.241 -1.520
12 C -0.718 -3.391 -1.404
13 C 1.562 -4.483 -1.462
14 C 0.202 3.222 3.948
15 C 0.225 3.463 2.594
16 C 0.039 2.456 1.632
17 C 0.002 2.855 0.220
18 C -1.526 -4.479 -1.346
19 C -3.649 -1.217 -1.261
20 C -0.023 1.905 4.378
21 C 2.713 -2.358 -1.252
22 C -0.136 1.098 2.053
23 C 0.757 -3.393 -1.406
24 C 3.704 -1.246 -1.143
25 C -2.669 -2.342 -1.337
26 H -3.532 -0.699 -0.308
27 H 0.068 2.607 -2.964
28 H -0.344 -0.129 3.791
29 H -0.343 4.918 0.481
30 H 0.363 4.025 4.654
31 H 1.291 -5.522 -1.545
32 H 4.199 -1.073 -2.099
33 H -0.273 5.173 -2.045
34 H -1.258 -5.522 -1.316
35 H -3.459 -0.501 -2.061
36 H 4.469 -1.474 -0.401
37 H -4.674 -1.573 -1.344
38 H 0.432 4.478 2.270
39 H -0.057 1.686 5.439
40 H 3.193 -0.333 -0.843

---

Record 2
Below is 2 unconnected molecules or ions with the total composition C17H16BF3N3O10S, with properties calculated with the ωB97M-V functional and the def2-TZVPD basis.

Calculated values
* E_HOMO: -4.24 eV
* ΔE to the lowest compared entry with this formula, charge and spin: 116.9 kJ/mol
* 2S+1: 1
* electronic energy: -62490.920 eV
* Kohn-Sham gap: 3.720 eV
* net charge: -1
* LUMO: -0.5 eV

Geometry (Å):
1 S 3.969 -0.899 -0.443
2 F 3.338 1.500 -1.471
3 F 3.112 1.380 0.714
4 F 5.122 1.437 -0.189
5 O -3.052 1.115 -0.383
6 O 1.423 -3.045 -4.276
7 O -0.169 -4.441 -3.654
8 O 0.240 -3.693 2.609
9 O -0.779 0.568 0.432
10 O -0.230 -4.986 0.749
11 O -1.475 2.937 -0.116
12 O -1.368 2.417 2.774
13 O 4.704 -1.048 -1.681
14 O 4.478 -1.334 0.837
15 N 0.716 -3.603 -3.393
16 N 0.204 -3.750 1.396
17 N -0.203 -4.854 -0.605
18 C 2.157 -2.384 -1.839
19 C 1.007 -3.169 -2.042
20 C -1.824 2.342 4.071
21 C -2.086 1.524 2.031
22 C 3.863 0.988 -0.332
23 C -2.806 1.363 4.189
24 C 2.282 -1.621 -0.661
25 C -2.561 0.789 -1.687
26 C -3.037 0.922 2.860
27 C -0.262 0.417 -0.884
28 C -1.216 3.174 5.096
29 C -1.078 1.273 -1.881
30 C 0.519 -2.895 0.346
31 C -0.517 0.975 -3.254
32 C -0.821 2.725 -1.338
33 C 1.309 -1.737 0.389
34 C 0.302 -3.613 -0.852
35 B -1.874 1.567 0.384
36 H -0.396 3.815 4.750
37 H 0.814 0.713 -0.906
38 H -3.821 0.266 2.500
39 H 1.196 -1.084 1.260
40 H -0.805 2.499 5.862
41 H 0.274 2.858 -1.203
42 H -3.250 0.958 5.105
43 H -1.105 3.490 -2.080
44 H -2.582 -0.322 -1.751
45 H 2.963 -2.425 -2.575
46 H -0.299 -0.645 -1.193
47 H -0.769 -0.080 -3.451
48 H -0.947 1.619 -4.036
49 H -3.258 1.155 -2.473
50 H 0.590 1.041 -3.265
51 H -1.992 3.802 5.562

---

Record 3
Below is a molecular structure, C17H16CdN5O2SSe, with properties calculated with the ωB97M-V functional and the def2-TZVPD basis.

Calculated values
* E_HOMO: -12.06 eV
* 2S+1: 1
* electronic energy: -110175.410 eV
* Kohn-Sham gap: 8.431 eV
* net charge: +1
* LUMO: -3.6 eV

Geometry (Å):
1 Cd 0.132 0.259 -1.263
2 Se 5.778 -0.159 4.120
3 S -2.936 -0.201 -1.842
4 O -1.712 -0.883 -1.203
5 O -0.858 4.250 -1.230
6 N -0.345 2.063 -2.003
7 N 2.339 -0.264 -0.993
8 N 0.452 -0.178 1.032
9 N 4.045 -0.185 4.253
10 N 5.789 -0.164 2.391
11 C -0.155 -0.177 3.354
12 C -3.998 -2.555 -2.678
13 C 2.158 -0.211 2.685
14 C -0.587 3.152 -1.565
15 C -4.252 -1.360 -1.755
16 C 1.744 -0.207 1.361
17 C 4.103 -0.276 0.602
18 C -0.471 -0.148 2.003
19 C 1.179 -0.208 3.672
20 C 3.236 -0.331 -1.970
21 C -4.437 2.007 -1.091
22 C 3.574 -0.218 3.030
23 C 2.747 -0.252 0.285
24 C 4.543 -0.222 2.005
25 C 4.597 -0.319 -1.726
26 C 5.040 -0.275 -0.435
27 C -3.440 0.965 -0.617
28 H -5.329 1.543 -1.498
29 H -3.031 -3.017 -2.454
30 H -4.712 2.660 -0.257
31 H 5.281 -0.385 -2.557
32 H -2.516 1.472 -0.339
33 H -3.979 2.599 -1.865
34 H 1.517 -0.238 4.692
35 H -4.794 -3.270 -2.493
36 H -4.003 -2.279 -3.728
37 H -1.497 -0.116 1.666
38 H -4.353 -1.655 -0.695
39 H -3.756 0.395 0.263
40 H 6.101 -0.265 -0.216
41 H -5.113 -0.751 -2.058
42 H -0.941 -0.253 4.105
43 H 2.858 -0.342 -2.986

---

Record 4
Below is C17H16ClNO3S in the gas phase, with properties calculated with the ωB97M-V functional and the def2-TZVPD basis.

Calculated values
* E_HOMO: -8.23 eV
* ΔE to the lowest compared entry with this formula, charge and spin: 6.3 kJ/mol
* 2S+1: 1
* electronic energy: -48879.306 eV
* Kohn-Sham gap: 8.779 eV
* net charge: 0
* SMILES string: O=C(CSCc1ccc(Cl)cc1)NCc1ccc2c(c1)OCO2
* LUMO: 0.5 eV

Geometry (Å):
1 Cl -1.594 3.887 0.478
2 S -2.293 -2.707 -1.290
3 O 5.299 0.310 -1.212
4 O 5.204 -0.723 0.845
5 O -1.703 -1.738 2.427
6 N -0.457 -1.231 0.611
7 C -1.948 1.862 -1.271
8 C -2.016 -3.066 0.467
9 C 0.272 -0.134 1.221
10 C 2.762 -0.481 1.155
11 C -2.430 0.621 -1.639
12 C -2.953 1.592 0.903
13 C -2.212 2.341 0.004
14 C -3.666 -1.494 -1.165
15 C 6.059 -0.324 -0.205
16 C 1.673 0.641 -0.690
17 C 1.607 0.024 0.551
18 C 3.946 -0.329 0.477
19 C 4.004 0.296 -0.771
20 C -1.392 -1.932 1.271
21 C -3.179 -0.145 -0.751
22 C 2.875 0.790 -1.377
23 C -3.433 0.351 0.521
24 H -1.375 2.459 -1.964
25 H 6.565 -1.207 -0.625
26 H -0.309 0.791 1.128
27 H 2.924 1.272 -2.338
28 H 0.765 1.023 -1.132
29 H -0.311 -1.403 -0.373
30 H 2.728 -0.965 2.116
31 H 0.376 -0.368 2.283
32 H -1.337 -3.920 0.481
33 H -4.094 -1.471 -2.167
34 H -2.960 -3.362 0.926
35 H -2.221 0.234 -2.626
36 H -4.004 -0.233 1.227
37 H -3.148 1.969 1.894
38 H 6.816 0.378 0.182
39 H -4.394 -1.901 -0.464

---

Record 5
Below is C17H16FN5O2 in the gas phase, with properties calculated with the ωB97M-V functional and the def2-TZVPD basis.

Calculated values
* E_HOMO: -8.33 eV
* ΔE to the lowest compared entry with this formula, charge and spin: 11.1 kJ/mol
* 2S+1: 1
* electronic energy: -32150.770 eV
* Kohn-Sham gap: 8.813 eV
* net charge: 0
* SMILES string: N#Cc1nc(COc2ccccc2F)oc1NCCCn1ccnc1
* LUMO: 0.5 eV

Geometry (Å):
1 F 0.685 -4.520 2.943
2 O 0.703 -1.872 3.003
3 O -0.558 -0.385 0.864
4 N -1.918 0.083 -0.952
5 N 1.629 1.701 0.066
6 N 0.087 2.285 -1.403
7 N -3.713 3.100 1.039
8 N -1.250 1.029 2.425
9 C -1.088 2.897 -1.968
10 C 0.539 2.391 -0.131
11 C -1.992 1.243 1.282
12 C -1.542 0.352 0.317
13 C 2.638 -2.560 -0.067
14 C -2.950 2.251 1.171
15 C -2.004 1.891 -2.676
16 C 0.980 1.477 -2.055
17 C 2.615 -3.942 -0.055
18 C 1.919 1.126 -1.131
19 C 1.330 -3.870 1.952
20 C -2.765 0.953 -1.730
21 C 0.617 -0.470 3.051
22 C 2.010 -1.824 0.926
23 C 1.342 -2.469 1.959
24 C -0.427 0.087 2.142
25 C 1.953 -4.604 0.966
26 H 0.888 1.237 -3.094
27 H 0.330 -0.220 4.075
28 H 2.785 0.508 -1.253
29 H 3.153 -2.038 -0.860
30 H -1.634 3.394 -1.162
31 H -0.776 3.657 -2.694
32 H -1.418 1.297 -3.381
33 H 1.912 -5.681 1.010
34 H -2.743 2.453 -3.248
35 H 1.584 0.002 2.828
36 H 0.052 2.987 0.615
37 H -1.315 -0.552 -1.453
38 H 3.107 -4.505 -0.832
39 H -3.431 0.323 -2.328
40 H -3.375 1.537 -1.040
41 H 2.041 -0.747 0.879

---

Q: Among the records above, which one has the lowest electronic energy?
A: C17H16CdN5O2SSe

---

Q: Look up the LUMO of the first one.
A: 0.1 eV

---

Q: Which value of net charge does entry 4 give?
A: 0

---

Q: What is the Kohn-Sham gap in the fourth record?
A: 8.779 eV